Molecular formula: C14H13F4N3O2
Method: DFT, wB97M-V/def2-TZVPD

```
36
Properties=species:S:1:pos:R:3:forces:R:3:mulliken_charge:R:1
O 2.0095 -1.6201 2.4685 0.0 0.0 0.0 -0.52
C 2.0129 -0.4121 2.4973 0.0 -1.9 0.0 0.44
C 0.7677 0.3354 2.4946 -1.7 1.3 0.0 0.30
F -0.3887 -0.3394 2.4838 1.0 0.2 0.0 -0.36
C 0.7653 1.6791 2.5006 -1.6 -1.3 0.0 0.44
F -0.3955 2.3459 2.4995 1.0 -0.2 0.0 -0.32
C 2.0093 2.4294 2.5090 0.0 2.0 0.0 0.33
O 2.0085 3.6393 2.4991 0.0 -0.1 0.0 -0.51
C 3.2552 1.6820 2.5302 1.6 -1.3 0.0 0.42
F 4.4145 2.3520 2.5519 -1.0 -0.2 0.0 -0.27
C 3.2571 0.3379 2.5268 1.6 1.3 0.1 0.34
F 4.4179 -0.3294 2.5524 -1.0 0.2 0.0 -0.27
C -2.6539 -3.4744 0.2479 0.8 -0.3 -0.8 -0.50
C -2.0231 -2.9024 -0.8312 -0.1 -0.6 0.4 -0.17
N -2.5482 -1.6417 -0.9559 -0.3 0.4 0.2 0.26
C -2.1329 -0.6072 -1.9200 -0.1 -0.3 0.4 -1.42
C -0.9818 0.2313 -1.3782 0.5 0.2 0.4 0.77
C -0.5594 1.3820 -2.3162 0.0 -0.3 0.0 -0.87
C 0.9334 1.5861 -2.0082 -0.1 0.2 0.1 -0.46
C 1.4303 0.1866 -1.6232 -0.2 -0.3 -0.2 -0.58
N 0.2521 -0.5795 -1.1554 -0.3 0.4 0.3 -0.42
C -3.4569 -1.5110 0.0804 0.5 -0.4 -0.3 -0.06
N -3.5269 -2.6077 0.7979 -0.6 0.7 0.4 -0.67
H -2.4989 -4.4828 0.6098 -0.1 0.2 0.1 0.40
H -1.2605 -3.3438 -1.4549 -0.1 0.4 -0.2 0.39
H -1.8482 -1.0915 -2.8573 0.1 -0.1 0.2 0.41
H -2.9936 0.0276 -2.1474 0.0 0.0 0.2 0.28
H -1.2984 0.6580 -0.4116 -0.1 0.0 -0.2 0.12
H -0.6943 1.0724 -3.3599 0.1 0.0 0.1 0.37
H -1.1663 2.2827 -2.1622 0.2 -0.2 0.0 0.38
H 1.4842 2.0121 -2.8562 -0.1 -0.1 0.2 0.39
H 1.0519 2.2786 -1.1655 -0.1 -0.1 -0.1 0.17
H 1.8353 -0.3290 -2.4992 0.1 0.1 0.0 0.30
H 2.2283 0.2118 -0.8732 -0.1 0.0 0.0 0.24
H 0.3293 -0.8344 -0.1691 0.0 0.0 -0.5 0.29
H -4.0353 -0.6237 0.2949 0.1 0.1 -0.3 0.39
```
Forces are in eV/Å.

Properties
Frontier orbital gap   5.7910 eV
2S+1   1
Charge   0
SMILES   O=C1C(F)=C(F)C(=O)C(F)=C1F.c1cn(C[C@@H]2CCCN2)cn1

***

Molecular formula: C3H6NO4S
Method: DFT, wB97M-V/def2-TZVPD

```
15
Properties=species:S:1:pos:R:3:forces:R:3:mulliken_charge:R:1
C -0.8933 0.3721 0.1732 -1.8 1.1 -1.5 0.72
C -2.2432 -0.2690 0.1603 1.7 -1.1 3.1 -0.57
C 3.1332 -1.3814 -0.1496 3.6 -2.9 -2.7 0.04
N -0.5238 1.5930 0.0919 -0.1 2.7 -0.4 -0.38
O 0.1533 -0.3797 0.1182 1.6 -1.2 0.0 -0.31
O -3.3093 0.4497 -0.1599 -1.2 2.2 -0.4 -0.47
O 1.7635 1.1248 -1.2965 0.1 -0.1 -1.2 -0.38
O 2.5239 -0.6503 0.5364 -1.6 1.6 1.6 -0.31
S 1.3297 0.9358 0.0261 -1.0 1.3 1.6 0.75
H -2.3292 -0.6532 1.2097 0.1 -0.2 -0.4 0.34
H -1.0105 2.5512 0.0151 0.7 -2.5 0.2 0.27
H -2.2620 -1.0922 -0.4462 0.8 -2.4 -1.6 0.45
H 3.6504 -1.2343 -1.1821 -1.5 0.6 1.2 0.23
H 3.3806 -2.3471 0.2825 0.1 -0.5 0.1 0.28
H -3.3632 0.9806 0.6207 -1.5 1.3 0.4 0.35
```
Forces are in eV/Å.

Properties
Frontier orbital gap   10.4814 eV
2S+1   1
Energy relative to the best compared isomer or geometry (same formula, charge and spin)   0.0 kcal per mole
Charge   +1

***

Molecular formula: C23H24N2Ru
Method: DFT, wB97M-V/def2-TZVPD

```
50
Properties=species:S:1:pos:R:3:forces:R:3:mulliken_charge:R:1
C -3.1870 1.1275 -0.2414 -1.6 1.3 0.5 -1.72
C -1.9713 1.7047 -2.3267 -3.5 0.3 -1.8 -1.16
H -3.6503 0.2004 -0.6924 0.2 0.9 0.9 0.28
H -3.6681 2.0584 -0.6005 0.2 -0.8 0.0 0.47
H -3.0195 1.3079 0.8214 -1.6 -1.2 0.0 0.90
H -1.6079 0.8962 -2.9701 0.8 0.6 -0.8 0.29
H -3.1051 1.6768 -2.5122 1.8 0.3 0.2 0.55
H -1.6447 2.7618 -2.3653 0.2 -0.9 -0.6 0.34
C -0.0598 -2.3324 -0.8952 0.6 0.2 0.1 -0.30
C 0.9281 -3.3070 -0.9624 0.0 0.1 -0.2 -0.86
C 2.1967 -2.9624 -1.4262 0.3 0.3 0.1 -0.54
C 2.4486 -1.6427 -1.7851 -0.5 0.7 0.0 -0.86
H -1.0752 -2.5541 -0.5801 0.2 -0.1 0.0 0.55
H 0.6972 -4.3157 -0.6639 0.0 -0.2 -0.1 0.47
H 3.0178 -3.6766 -1.4955 -0.4 0.0 0.1 0.47
H 3.4283 -1.2899 -2.1362 -0.5 -0.6 0.3 0.33
N 0.1974 -1.0486 -1.1767 -0.1 0.7 -1.0 0.24
C 1.4110 -0.6937 -1.6694 0.2 -1.2 0.5 0.99
C 1.6409 0.7187 -2.0363 0.1 0.6 0.0 0.45
N 0.6959 1.6090 -1.6515 0.8 0.1 -0.1 0.66
C 0.8641 2.9024 -1.9964 0.2 -0.4 -0.1 -0.29
C 2.9425 2.4343 -3.0937 -0.2 0.0 0.1 -0.60
C 1.9533 3.3462 -2.7380 -0.5 0.1 0.3 -1.02
H 0.0683 3.5737 -1.6729 0.4 0.0 -0.2 0.32
H 1.9899 4.3939 -3.0215 0.2 -0.2 0.1 0.43
C 2.7975 1.1098 -2.7395 -0.9 -0.6 0.6 -0.88
H 3.5287 0.3385 -2.9782 -0.1 0.6 -0.2 0.36
H 3.8222 2.7291 -3.6329 0.2 0.3 -0.2 0.48
Ru -1.3048 0.8866 -0.7002 3.3 -1.1 2.0 0.25
C -1.0851 2.4324 0.6565 0.2 0.3 0.5 -1.16
H -1.0679 3.3910 0.1376 -0.1 -0.1 -0.2 0.36
H -0.0986 2.2437 1.0765 0.2 0.0 -0.1 0.47
H -1.7821 2.4980 1.5080 0.2 -0.2 -0.6 0.46
C 1.8463 -1.4209 3.7197 0.6 0.5 -0.5 -0.65
C 2.0327 -0.5965 2.5922 0.4 -0.5 1.0 -1.05
C 0.9584 -0.2368 1.7968 -0.8 0.1 -0.4 0.19
C -0.3423 -0.7208 2.0240 -0.4 -1.1 1.4 1.85
C -1.4565 -0.5131 1.1567 0.8 0.5 -0.7 -0.62
C -2.6503 -1.1786 1.4215 -1.2 -1.4 1.8 0.20
C -2.8633 -1.9638 2.6165 -0.6 0.9 -1.9 -0.92
C -1.8059 -2.1463 3.4930 0.7 0.0 0.3 -0.64
C -0.5324 -1.5765 3.1935 0.4 0.2 -0.2 0.71
C 0.5721 -1.8909 4.0276 -0.8 -0.1 0.0 -0.71
H 2.6956 -1.6858 4.3577 -0.3 0.1 -0.3 0.43
H 3.0248 -0.2266 2.3433 -0.2 -0.1 0.1 0.48
H 1.0977 0.4244 0.9490 0.2 -0.1 0.0 0.45
H -3.4968 -1.0923 0.7259 0.4 -0.1 0.6 0.25
H -3.8582 -2.4104 2.8224 0.8 0.3 -0.2 0.43
H -1.9239 -2.7552 4.4058 0.1 0.4 -0.6 0.44
H 0.4010 -2.5278 4.9148 0.2 0.4 -0.6 0.42
```
Forces are in eV/Å.

Properties
Frontier orbital gap (spin up / spin down)   8.0266 / 5.6287 eV
2S+1   5
Charge   +2

***

Molecular formula: C15H16N4O6
Method: DFT, wB97M-V/def2-TZVPD

```
41
Properties=species:S:1:pos:R:3:forces:R:3:mulliken_charge:R:1
O -0.6099 -0.8780 -1.1642 0.1 0.0 -0.3 -0.56
C -0.8754 -1.5298 -0.1858 0.0 -0.1 -0.4 0.57
O -0.3400 -1.3032 1.0088 0.3 -0.1 0.6 -0.50
C -1.8321 -2.7063 -0.1675 0.0 0.1 0.2 -0.68
C -2.8068 -2.6449 1.0147 -0.1 0.1 -0.1 -0.59
C -3.9836 -1.6882 0.7676 -0.1 -0.6 0.3 -0.71
N -3.5603 -0.4435 0.1882 0.2 0.5 0.0 0.88
C -2.6741 0.4438 0.6844 0.0 0.6 -0.1 -0.56
C -2.4276 1.3487 -0.3292 -0.3 -0.5 0.3 0.31
N -1.4555 2.3582 -0.3841 -0.2 0.1 -0.2 -0.12
C -0.2455 2.2361 0.1999 0.3 0.4 -0.2 0.51
O 0.0345 1.4087 1.0443 -0.1 0.1 0.2 -0.74
C 0.7855 3.2551 -0.3054 0.1 -0.1 0.1 -0.75
O 2.0535 3.0343 0.2549 -0.1 0.2 0.1 -0.42
C 2.6686 1.8445 0.0582 0.5 -0.5 -0.1 0.65
C 2.2370 0.8447 -0.8163 0.0 0.4 0.1 -0.06
C 2.9545 -0.3275 -0.9272 0.3 -0.3 0.1 -0.44
C 4.1146 -0.5080 -0.1833 -0.7 1.2 0.1 -0.27
N 4.8515 -1.7298 -0.2989 0.3 -0.6 -0.1 1.02
O 4.4125 -2.5913 -1.0350 0.0 -0.2 -0.1 -0.62
O 5.8765 -1.8372 0.3455 0.2 -0.1 0.1 -0.63
C 4.5648 0.4917 0.6774 0.0 -0.3 -0.1 -0.35
C 3.8459 1.6558 0.7948 -0.4 0.2 -0.2 -0.73
C -3.2439 0.9304 -1.3940 0.2 0.1 0.4 -0.63
N -3.9106 -0.1526 -1.0569 -0.5 -0.3 -0.7 -1.05
H 0.1165 -0.4347 1.0375 -0.2 -0.1 -0.3 0.54
H -1.2207 -3.6065 -0.0790 0.0 0.0 0.0 0.40
H -2.3633 -2.7364 -1.1192 0.1 0.0 0.0 0.30
H -2.2546 -2.3374 1.9032 -0.1 -0.1 0.0 0.34
H -3.2184 -3.6374 1.2005 0.0 0.0 0.1 0.40
H -4.6804 -2.1222 0.0471 0.1 0.1 0.1 0.38
H -4.5115 -1.5045 1.7088 0.0 0.0 -0.1 0.30
H -2.2814 0.3805 1.6770 0.1 -0.1 0.1 0.58
H -1.5699 3.0231 -1.1357 0.2 0.0 0.1 0.25
H 0.5000 4.2611 0.0164 0.0 -0.1 -0.1 0.40
H 0.8247 3.2281 -1.4037 0.0 0.0 0.1 0.42
H 1.3330 0.9444 -1.3953 -0.1 0.0 0.0 0.27
H 2.6181 -1.1125 -1.5867 0.0 0.0 0.0 0.52
H 5.4687 0.3306 1.2442 0.0 0.0 0.0 0.48
H 4.1626 2.4437 1.4587 0.1 0.1 0.1 0.44
H -3.3575 1.3682 -2.3648 0.0 0.1 -0.3 0.47
```
Forces are in eV/Å.

Properties
Frontier orbital gap   8.8404 eV
2S+1   1
Energy relative to the best compared isomer or geometry (same formula, charge and spin)   36.6 kcal per mole
Charge   0
SMILES   O=C(O)CCCn1cc(NC(=O)COc2ccc([N+](=O)[O-])cc2)cn1

***

Number 1: total energy -34161.6147 eV. Number 2: total energy -23712.7197 eV. Number 3: total energy -29781.3318 eV. Number 4: total energy -34057.7855 eV.